1.
{"formula": "H4S3", "method": "ωB97M-V/def2-TZVPD", "elements": ["S", "S", "S", "H", "H", "H", "H"], "xyz": [[-1.9813, -1.6411, -2.2285], [-0.0174, 1.2049, 1.0326], [1.6315, 1.0071, 2.4378], [-1.8370, -1.4833, -0.9013], [2.5231, 0.3120, 1.7146], [0.3262, 2.2698, 0.2894], [-0.6450, -1.6696, -2.3447]], "multiplicity": 2, "relative_energy_kcal_mol": 11.91, "charge": -1, "gap_ev": [3.329, 7.255], "e_tot_ev": -32570.2025}

2.
{"formula": "H50O25", "method": "ωB97M-V/def2-TZVPD", "elements": ["O", "O", "O", "O", "O", "O", "O", "O", "O", "O", "O", "O", "O", "O", "O", "O", "O", "O", "O", "O", "O", "O", "O", "O", "O", "H", "H", "H", "H", "H", "H", "H", "H", "H", "H", "H", "H", "H", "H", "H", "H", "H", "H", "H", "H", "H", "H", "H", "H", "H", "H", "H", "H", "H", "H", "H", "H", "H", "H", "H", "H", "H", "H", "H", "H", "H", "H", "H", "H", "H", "H", "H", "H", "H", "H"], "xyz": [[-1.3160, 19.5774, 17.7605], [1.3119, 14.5733, 15.8102], [-5.5065, 10.9251, 11.6301], [-2.3527, 10.0449, 17.2864], [-2.0058, 16.8199, 13.1717], [-2.4028, 17.5279, 19.2991], [2.2302, 12.9968, 18.1440], [-0.5311, 11.4308, 18.5473], [-1.3382, 15.3969, 17.7523], [-0.3503, 11.4734, 15.1448], [-5.8783, 12.0398, 18.1627], [-0.2696, 16.8219, 10.8093], [1.2072, 17.3454, 18.1383], [0.7189, 11.8526, 12.8092], [-1.9383, 11.8453, 12.0698], [0.2124, 17.0189, 15.2362], [-2.1662, 13.7222, 19.9486], [-3.0601, 11.9445, 15.1589], [0.2703, 13.9608, 10.5235], [-5.3788, 13.1750, 13.4341], [-1.9907, 14.6460, 14.9453], [-2.9003, 9.2321, 12.8965], [-6.2250, 11.3008, 15.2798], [1.8049, 10.1400, 16.1844], [-2.4176, 18.6292, 15.3279], [-0.0345, 11.8412, 12.2187], [-2.5926, 12.5154, 12.2675], [-3.3532, 17.4982, 19.1892], [1.3649, 10.7971, 15.6451], [-1.7983, 16.0700, 18.2536], [-2.1884, 12.9929, 20.5682], [-2.6188, 10.1377, 12.7663], [1.6425, 17.3940, 17.2872], [-5.7120, 12.5709, 14.0976], [-2.7966, 9.5002, 17.9364], [-0.9533, 12.2243, 18.8766], [0.6460, 14.2204, 9.6823], [-0.0185, 14.7822, 10.9211], [-7.0845, 11.3132, 15.7010], [0.3363, 11.8960, 13.6855], [-0.5884, 16.6001, 14.9208], [-0.8600, 16.9404, 11.5533], [-3.9919, 12.0369, 14.9603], [-2.2718, 17.5679, 20.2464], [-2.3308, 17.3068, 13.9290], [-6.0209, 10.3711, 15.1786], [1.7500, 13.3137, 18.9090], [-1.1858, 14.6914, 18.3811], [-5.1626, 11.4162, 12.3763], [-2.2633, 13.7304, 14.8860], [-1.5790, 18.8348, 15.7410], [-6.4772, 11.3061, 18.3014], [-6.4435, 10.8436, 11.8077], [-1.9651, 15.9112, 13.4701], [-1.8658, 11.8548, 11.1154], [-2.0004, 14.4931, 20.4913], [-1.7500, 14.7657, 15.8640], [1.1342, 15.5138, 15.7995], [0.4497, 14.1672, 15.8987], [1.1667, 9.4315, 16.2678], [-1.2220, 11.7199, 14.8358], [-0.6465, 17.3626, 10.1152], [-6.1628, 13.5081, 12.9974], [0.4250, 16.8175, 17.9780], [-0.4021, 19.2945, 17.7302], [1.9840, 13.5973, 17.4404], [0.2996, 17.8058, 14.6983], [-3.0708, 18.8295, 15.9983], [-1.7507, 18.9263, 18.3113], [-0.4851, 11.2034, 16.0532], [-2.2829, 8.7125, 12.3817], [-1.6972, 10.5303, 17.7874], [-5.5393, 11.9088, 17.2772], [-2.9892, 11.0907, 15.5857], [0.2290, 11.3096, 19.1163]], "relative_energy_kcal_mol": 91.71, "charge": 0, "gap_ev": 8.074, "e_tot_ev": -52000.7802}

3.
{"formula": "H52O26", "method": "ωB97M-V/def2-TZVPD", "elements": ["O", "O", "O", "O", "O", "O", "O", "O", "O", "O", "O", "O", "O", "O", "O", "O", "O", "O", "O", "O", "O", "O", "O", "O", "O", "O", "H", "H", "H", "H", "H", "H", "H", "H", "H", "H", "H", "H", "H", "H", "H", "H", "H", "H", "H", "H", "H", "H", "H", "H", "H", "H", "H", "H", "H", "H", "H", "H", "H", "H", "H", "H", "H", "H", "H", "H", "H", "H", "H", "H", "H", "H", "H", "H", "H", "H", "H", "H"], "xyz": [[5.7352, -12.5531, 1.7124], [4.7002, -17.7387, -2.3129], [4.3100, -20.1344, -0.7155], [8.7578, -19.0903, -1.2232], [7.9392, -12.4249, -0.3459], [6.9653, -18.7029, 2.3591], [7.6028, -16.4551, 3.6560], [11.4304, -15.4825, 5.1064], [6.4908, -14.0842, 4.2386], [9.5294, -18.0490, 1.4996], [10.9944, -13.4808, 0.3873], [8.4230, -14.8499, -3.7439], [10.0636, -13.0782, -2.4310], [3.4892, -20.3615, 1.7302], [6.6163, -20.5681, 5.1466], [10.1364, -15.3331, 2.5951], [7.1729, -16.7982, -2.1419], [6.8460, -20.7970, 0.5405], [10.7596, -20.1249, 3.1074], [6.8350, -22.1475, 2.8196], [1.5041, -20.7480, 3.7201], [4.2486, -19.4633, 4.1843], [9.3095, -19.5483, 5.6962], [4.7236, -17.6667, 1.0737], [4.6365, -16.7372, 3.5857], [7.3301, -15.6588, 0.4625], [5.5024, -18.1924, 0.8570], [9.7742, -17.2543, 2.0165], [4.9466, -20.0733, 4.5718], [10.8339, -13.0974, -3.0328], [8.3482, -16.5883, 4.2512], [6.0414, -20.7933, 0.0127], [6.9468, -21.2487, 4.5768], [9.6571, -20.2996, 6.2328], [2.6363, -20.6387, 2.0139], [6.7375, -13.4630, 4.9070], [8.0463, -12.1995, -1.2759], [6.3725, -15.6061, 0.8065], [11.5784, -19.6582, 3.0786], [3.8592, -19.9873, 0.1672], [9.4571, -13.7905, -2.7301], [6.9199, -18.1683, 3.1569], [5.1114, -15.9167, 3.6978], [4.6527, -16.9410, 2.6424], [6.3238, -17.0684, -2.5509], [7.6225, -16.3662, 1.0723], [7.4461, -20.2027, 5.4880], [0.7756, -20.9918, 4.3225], [8.7314, -18.4514, 1.8944], [2.2918, -20.6064, 4.2768], [11.9041, -13.1836, 0.4156], [6.4060, -12.3950, 1.0661], [5.1298, -11.8617, 1.7610], [7.1951, -15.6677, 4.0262], [3.8667, -17.4438, -2.6970], [3.9005, -20.0587, 2.5460], [7.0794, -16.6319, -1.1806], [12.1027, -15.5048, 4.3945], [7.7468, -22.0159, 2.8757], [6.5605, -19.5732, 2.4948], [3.9357, -18.2073, 1.0221], [7.4830, -20.3593, -0.0110], [10.4571, -14.7304, 1.8811], [9.0288, -15.4958, -4.0958], [10.6047, -13.2228, -0.4454], [9.1674, -15.3285, 2.5765], [4.4439, -18.5750, -1.9107], [10.6664, -15.5027, 4.4800], [4.6059, -18.5736, 4.2506], [6.6226, -21.5574, 2.0777], [9.0765, -18.6881, -0.4102], [9.7487, -19.5754, 4.8494], [7.8220, -15.4376, -3.2160], [6.6194, -13.6641, 3.3779], [8.3344, -18.3183, -1.7018], [3.8149, -20.8425, -1.1677], [8.2216, -13.3604, -0.3017], [10.3436, -19.7908, 2.2822]], "relative_energy_kcal_mol": 10.98, "charge": 0, "gap_ev": 11.068, "e_tot_ev": -54083.8416}

4.
{"formula": "H58O29", "method": "ωB97M-V/def2-TZVPD", "elements": ["O", "O", "O", "O", "O", "O", "O", "O", "O", "O", "O", "O", "O", "O", "O", "O", "O", "O", "O", "O", "O", "O", "O", "O", "O", "O", "O", "O", "O", "H", "H", "H", "H", "H", "H", "H", "H", "H", "H", "H", "H", "H", "H", "H", "H", "H", "H", "H", "H", "H", "H", "H", "H", "H", "H", "H", "H", "H", "H", "H", "H", "H", "H", "H", "H", "H", "H", "H", "H", "H", "H", "H", "H", "H", "H", "H", "H", "H", "H", "H", "H", "H", "H", "H", "H", "H", "H"], "xyz": [[1.3159, 3.9882, -2.7511], [3.0695, 2.1412, 4.9788], [-0.9103, -2.6646, -0.0328], [-2.8762, 0.2693, 1.7555], [3.2118, 0.6697, 1.2066], [0.3280, 1.7760, -4.7531], [2.7595, -3.5418, -1.2768], [-0.0130, 2.6038, -0.3967], [-3.3264, -2.3621, 2.5556], [-4.1713, 3.0007, 1.6880], [-0.0981, -1.0231, -4.3602], [0.3841, -3.5223, 3.0135], [-4.0206, -2.1606, -2.9891], [-0.2231, -5.0222, -1.5378], [-1.9068, -4.7160, 1.6324], [2.4883, -1.9159, 1.7597], [1.3487, 2.6799, 2.0034], [2.1896, 4.6764, 3.3823], [-4.8398, -3.1823, -0.6810], [-0.1029, 0.0272, -0.2718], [1.7377, -1.0744, -2.1026], [-2.2420, 2.9913, -1.9414], [-2.8237, 0.5119, -0.9899], [4.6345, 0.2377, -1.0890], [1.0017, 5.4371, 0.3300], [2.8232, 1.6054, -3.2301], [-5.3632, -0.6156, 0.3336], [3.5671, 3.4632, -0.2425], [-0.5883, 1.0980, 2.8505], [-5.0914, -1.5247, 0.2076], [-2.5899, 2.1393, -1.6783], [3.0743, 1.7281, 5.8423], [1.6569, -2.0906, 2.2008], [-3.6500, 2.4203, 2.2427], [0.5176, -1.1805, -3.6444], [4.9244, 0.1350, -1.9955], [0.6106, 2.9009, 0.2659], [-2.7809, -3.1472, 2.5083], [2.9373, -0.2279, 1.3939], [-0.0071, 1.6497, -0.3212], [-4.2314, -3.8993, -0.5020], [2.6152, 0.7370, -2.8852], [0.1543, -5.3632, -0.7269], [2.0169, 3.4246, -3.0785], [3.0953, 4.3833, 3.4831], [1.2744, 1.6958, -4.8721], [1.7585, 4.8523, 0.3699], [0.2269, 2.4500, -4.0809], [-0.5185, -0.8285, -0.1653], [1.7936, 4.0339, 2.7936], [-3.1802, -0.3020, -1.3461], [-1.2970, 0.5834, 2.4643], [-5.5562, -0.5503, 1.2689], [-3.3098, -2.1136, 3.4798], [-2.3628, -5.4104, 2.1080], [-0.9965, -3.0645, 0.8326], [2.5122, -4.2371, -1.8864], [0.8533, -3.9069, 3.7539], [0.7182, 5.4008, -0.5835], [5.0622, 1.0400, -0.7897], [-0.8625, 1.2423, 3.7561], [-4.0113, -1.5631, -3.7368], [-1.8879, 0.3389, -0.8865], [2.1675, -1.7330, -1.5570], [2.9817, -4.0008, -0.4667], [-2.9762, 0.5735, 0.8535], [3.9103, 2.6920, -0.6938], [2.0360, 2.0904, 1.6931], [-1.4599, 3.1082, -1.4021], [1.0621, 3.5949, -1.9161], [3.6795, 0.6088, 0.3737], [0.4781, 0.1075, 0.4846], [-3.6467, 3.7979, 1.6149], [-0.9470, -3.4017, -0.6424], [0.1450, -0.1622, -4.7009], [0.5258, -4.9138, -2.1241], [4.3448, 3.9681, -0.0048], [-4.1178, -3.0299, -3.3777], [-2.3214, -4.7038, 0.7697], [3.7263, 1.5311, -3.5386], [2.9760, -2.7363, 1.8330], [-4.4624, -2.7300, -1.4355], [1.1464, -0.6164, -1.5052], [2.3966, 1.6675, 4.4899], [0.6426, 2.0981, 2.2848], [-0.0914, -4.2558, 2.6236], [-3.0193, -0.6759, 1.7072]], "relative_energy_kcal_mol": 102.27, "charge": 0, "gap_ev": 7.463, "e_tot_ev": -60320.9205}